Entry from the OMol25 dataset: a 2-piece molecular cluster, CH8N2S2 overall (the ωB97M-V functional and the def2-TZVPD basis).

Calculated values
Molecular weight, g/mol: 112.223
Maximum force, eV/Å: 0.813
Kohn-Sham gap, eV: 8.9
Charge: 0
Energy relative to the best compared isomer or geometry (same formula, charge and spin), kcal per mole: 13.7
SMILES: NCN.SS
E_tot, a.u.: -948.74757
E_HOMO, hartree: -0.315

Atoms and positions in Å:
N -0.51877 0.71924 1.40159
C 0.47156 1.77190 1.37340
N 1.66630 1.41093 0.61584
H -0.67873 0.47625 0.43049
H -0.12634 -0.14214 1.76415
H 0.71331 2.11404 2.37801
H 0.00040 2.60309 0.85113
H 2.10231 0.56604 0.95848
H 2.36324 2.13824 0.64948
S -1.70364 -3.32862 -1.49608
S -0.48252 -3.39595 -3.17312
H -2.69551 -2.54846 -1.95133
H -1.11159 -2.38456 -3.80205

***

Entry from the OMol25 dataset: a 2-piece molecular cluster, CH8N3 overall at a distorted geometry (the ωB97M-V functional and the def2-TZVPD basis).

Calculated values
Molecular weight, g/mol: 62.096
Maximum force, eV/Å: 3.485
Kohn-Sham gap, eV: 12.2
Charge: +1
Energy relative to the best compared isomer or geometry (same formula, charge and spin), kcal per mole: 17.2
E_tot, a.u.: -206.93226
E_HOMO, hartree: -0.569

Atoms and positions in Å:
N -1.58090 0.43915 -1.16079
H -2.31749 0.79871 -0.57952
H -0.07623 0.23397 -0.68405
H -1.92391 -0.48488 -1.30671
H -1.69245 0.81157 -2.05190
N 0.48845 -0.54981 1.65481
C 1.38012 -0.14237 0.75369
N 0.99522 0.27561 -0.42500
H -0.45920 -0.73500 1.43989
H 0.86394 -1.21461 2.37313
H 2.58350 -0.13798 0.99506
H 1.73895 0.70564 -1.00861

***

Entry from the OMol25 dataset: a 2-piece molecular cluster, CH8N3O overall at a distorted geometry (the ωB97M-V functional and the def2-TZVPD basis).

Calculated values
Molecular weight, g/mol: 78.095
Maximum force, eV/Å: 1.353
Kohn-Sham gap, eV: 12.4
Charge: +1
Energy relative to the best compared isomer or geometry (same formula, charge and spin), kcal per mole: 10.8
E_tot, a.u.: -282.21192
E_HOMO, hartree: -0.573

Atoms and positions in Å:
N 0.14076 -1.24788 -1.15932
C 0.83995 -0.50794 -0.29118
N 2.16614 -0.46286 -0.32598
N 0.16934 0.20890 0.60588
H -0.85109 -1.04628 -1.17980
H 0.61190 -1.81223 -1.83341
H 2.71197 0.11061 0.29818
H 2.60479 -0.85122 -1.12436
H -0.82010 0.37161 0.48043
H 0.59362 0.84487 1.25447
H -2.11172 1.62018 1.55580
H -3.50319 1.39453 0.97140
O -2.55236 1.37770 0.74787

***

Entry from the OMol25 dataset: a 2-piece molecular cluster, CH8N4S2 overall at a distorted geometry (the ωB97M-V functional and the def2-TZVPD basis).

Calculated values
Molecular weight, g/mol: 140.237
Maximum force, eV/Å: 5.516
Kohn-Sham gap, eV: 5.7
Charge: +2
Energy relative to the best compared isomer or geometry (same formula, charge and spin), kcal per mole: 16.4
E_tot, a.u.: -1057.49500
E_HOMO, hartree: -0.603

Atoms and positions in Å:
C 1.25957 0.21079 0.00067
N -2.60352 -1.18958 -0.18089
N 2.42827 0.75639 0.34466
N -3.79520 -0.87161 -0.40285
N 2.82631 1.94713 -0.09920
S 0.69603 -1.15099 1.00030
S 0.35622 0.72830 -1.34238
H -2.40516 -2.15941 -0.10713
H 2.88516 0.20022 1.18589
H -4.58683 -1.67927 -0.16523
H -4.07802 0.15047 -0.34320
H 3.53158 2.31255 0.36017
H 2.70338 1.96495 -1.08307
H 1.45102 -1.11576 2.01472
H -0.66881 -0.10419 -1.18247

***

Entry from the OMol25 dataset: CH8N4S2 as an isolated structure at a distorted geometry (the ωB97M-V functional and the def2-TZVPD basis).

Calculated values
Molecular weight, g/mol: 140.237
Maximum force, eV/Å: 2.019
Kohn-Sham gap, eV: 7.6
Charge: +2
Energy relative to the best compared isomer or geometry (same formula, charge and spin), kcal per mole: 0.0
E_tot, a.u.: -1057.52112
E_HOMO, hartree: -0.639

Atoms and positions in Å:
C -0.81928 -0.80248 -0.43576
N 1.72736 0.21684 0.58211
N -1.41623 0.13048 -1.14025
N 2.40827 0.86992 1.41178
N -1.64429 1.40842 -0.77381
S -0.46304 -2.40418 -1.00709
S -0.35786 -0.44652 1.24660
H 2.08878 -0.73597 0.43181
H -1.63686 -0.06099 -2.12206
H 3.13971 0.47984 2.01867
H 2.18785 1.86434 1.52656
H -2.31974 1.91287 -1.33814
H -1.68999 1.60839 0.21959
H -0.99488 -2.30938 -2.23302
H -0.20980 -1.73159 1.61301

***

Entry from the OMol25 dataset: a 2-piece molecular cluster, CH8NO2 overall at a distorted geometry (the ωB97M-V functional and the def2-TZVPD basis).

Calculated values
Molecular weight, g/mol: 66.080
Maximum force, eV/Å: 1.739
Kohn-Sham gap, eV: 12.4
Charge: +1
Energy relative to the best compared isomer or geometry (same formula, charge and spin), kcal per mole: 8.9
E_tot, a.u.: -247.87204
E_HOMO, hartree: -0.587

Atoms and positions in Å:
O 1.10518 -1.73619 -1.26192
H -1.76188 0.74629 -0.20126
H 1.17840 -2.55197 -1.77254
H 1.71071 -1.11631 -1.69356
N -0.98929 0.08429 -0.07242
C -0.00158 0.54980 0.94881
O -0.21347 1.93696 0.91253
H -1.48769 -0.79353 0.09740
H -0.57202 -0.04464 -0.99782
H 0.99879 0.28206 0.63817
H -0.34061 0.18885 1.91696
H 0.37346 2.45438 1.48566

***

Entry from the OMol25 dataset: a 3-piece molecular cluster, CH8NO3 overall at a distorted geometry (the ωB97M-V functional and the def2-TZVPD basis).

Calculated values
2S+1: 2
Molecular weight, g/mol: 82.079
Maximum force, eV/Å: 2.429
Kohn-Sham gap (alpha / beta), eV: 11.5 / 8.1
Charge: 0
Expectation value of S²: 0.75
Energy relative to the best compared isomer or geometry (same formula, charge and spin), kcal per mole: 5.7
E_tot, a.u.: -323.27439
E_HOMO (alpha / beta), hartree: -0.400 / -0.393

Atoms and positions in Å:
N -1.35455 -1.10779 -0.36474
C -0.73896 -1.21396 0.97947
O 0.46367 -0.57954 1.08263
H -0.61366 -1.15674 -1.05119
H -1.66486 -0.14795 -0.31034
H -0.47468 -2.27192 1.14921
H -1.47715 -0.83355 1.66707
H -0.63664 1.56193 -0.73447
H -0.09572 2.34594 0.33755
O -0.73126 2.45824 -0.38653
H 1.59264 0.02902 -0.21108
H 1.76784 0.08854 -1.83020
O 2.18613 0.00021 -0.97515

***

Entry from the OMol25 dataset: an isolated ion of composition CH8NP2 and charge +1 at a distorted geometry (the ωB97M-V functional and the def2-TZVPD basis).

Calculated values
Molecular weight, g/mol: 96.030
Maximum force, eV/Å: 6.121
Kohn-Sham gap, eV: 10.5
Charge: +1
Energy relative to the best compared isomer or geometry (same formula, charge and spin), kcal per mole: 8.9
SMILES: [NH3+]C(P)P
E_tot, a.u.: -780.01056
E_HOMO, hartree: -0.534

Atoms and positions in Å:
N 1.11522 0.07539 -0.10857
C -0.42684 0.01199 -0.60021
P -1.38358 -1.53460 0.04525
P -1.30961 1.49275 0.05593
H 1.61431 -0.86257 -0.47678
H 1.20593 0.12498 0.84502
H 1.66491 0.97187 -0.52945
H -0.30231 -0.10336 -1.65941
H -1.08291 -1.56113 1.33735
H -0.23958 -2.55009 0.02477
H -0.62928 1.57992 1.30967
H -0.22627 2.35485 -0.24355

***

Entry from the OMol25 dataset: a 2-piece molecular cluster, CH8NS overall at a distorted geometry (the ωB97M-V functional and the def2-TZVPD basis).

Calculated values
Molecular weight, g/mol: 66.149
Maximum force, eV/Å: 2.194
Kohn-Sham gap, eV: 9.0
Charge: +1
Energy relative to the best compared isomer or geometry (same formula, charge and spin), kcal per mole: 10.5
E_tot, a.u.: -495.56301
E_HOMO, hartree: -0.484

Atoms and positions in Å:
N 0.38608 0.02381 2.75524
H 0.94707 -0.53339 3.40066
H 0.23193 -0.49436 1.84556
H -0.54977 0.29651 3.11164
H 0.87656 0.89109 2.53605
C -1.07507 -0.18347 -1.92211
S 0.36462 0.00202 -0.70844
H -1.24679 -1.25360 -1.94052
H -1.94133 0.53605 -1.88681
H -0.59146 0.07767 -2.86764
H 0.18776 1.38187 -0.61781